1.
Molecular formula: C23H31FN4O3
Method: DFT, the ωB97M-V functional and the def2-TZVPD basis

Properties
Electronic energy in a.u.: -1439.66882
Strongest force on any atom in eV Å⁻¹: 0.62
Energy above the lowest of the compared OMol25 structures with the same formula, charge and spin in kcal per mole: 0.3
SMILES: CC1(C)CC(=O)C(/C=N/CCN2CCN(CC(=O)Nc3ccc(F)cc3)CC2)=C(O)C1

Geometry (Å):
C -4.45 -3.38 -5.04
C -3.37 -2.30 -4.94
C -3.57 -1.28 -6.06
C -1.98 -2.94 -5.05
C -0.84 -1.96 -4.85
O 0.22 -2.10 -5.43
C -1.09 -0.87 -3.91
C -0.02 0.06 -3.66
N -0.14 1.01 -2.82
C 0.96 1.91 -2.59
C 1.81 1.50 -1.37
N 1.14 1.77 -0.12
C 2.04 2.04 0.98
C 1.22 2.50 2.19
N 0.29 1.46 2.58
C -0.41 1.80 3.80
C 0.49 1.63 5.03
O 0.34 2.26 6.05
N 1.43 0.67 4.82
C 2.43 0.20 5.67
C 3.31 -0.76 5.17
C 4.32 -1.27 5.96
C 4.45 -0.79 7.26
F 5.44 -1.28 8.04
C 3.59 0.16 7.77
C 2.58 0.66 6.97
C -0.60 1.17 1.47
C 0.21 0.72 0.27
C -2.31 -0.70 -3.31
O -2.55 0.29 -2.47
C -3.46 -1.62 -3.57
H -5.44 -2.94 -4.94
H -4.32 -4.13 -4.27
H -4.39 -3.88 -6.01
H -2.82 -0.49 -6.00
H -3.49 -1.76 -7.03
H -4.55 -0.82 -5.98
H -1.85 -3.43 -6.02
H -1.87 -3.71 -4.28
H 0.90 -0.11 -4.23
H 1.62 1.96 -3.46
H 0.53 2.90 -2.39
H 2.09 0.44 -1.48
H 2.72 2.10 -1.41
H 2.73 2.84 0.69
H 2.63 1.15 1.26
H 1.89 2.72 3.03
H 0.69 3.43 1.92
H -0.80 2.83 3.81
H -1.25 1.12 3.93
H 1.41 0.29 3.88
H 3.19 -1.12 4.16
H 5.01 -2.01 5.59
H 3.72 0.51 8.78
H 1.90 1.41 7.35
H -1.29 0.38 1.77
H -1.19 2.06 1.19
H -0.45 0.52 -0.57
H 0.75 -0.21 0.52
H -1.70 0.83 -2.40
H -4.39 -1.05 -3.47
H -3.47 -2.38 -2.78

2.
Molecular formula: C23H31MnN6
Method: DFT, the ωB97M-V functional and the def2-TZVPD basis

Properties
Total charge: +4
Electronic energy in a.u.: -2373.09782
Strongest force on any atom in eV Å⁻¹: 3.40
Energy above the lowest of the compared OMol25 structures with the same formula, charge and spin in kcal per mole: 13.7
2S+1: 5
<S²>: 6.11

Geometry (Å):
Mn 10.51 7.77 11.28
C 8.56 10.02 11.71
C 9.71 10.71 12.44
C 10.21 9.74 13.46
C 10.11 10.29 14.75
C 10.59 9.50 15.80
C 10.95 8.18 15.55
C 10.84 7.68 14.29
N 10.58 8.49 13.21
N 8.94 8.98 10.68
C 9.35 9.57 9.35
C 10.01 8.52 8.52
C 10.10 8.53 7.13
C 10.65 7.40 6.48
C 11.02 6.27 7.26
C 10.91 6.33 8.63
N 10.52 7.48 9.28
C 7.78 8.03 10.49
C 7.79 7.05 11.60
C 6.67 6.81 12.39
C 6.58 5.69 13.21
C 7.76 4.89 13.25
C 8.96 5.34 12.60
N 8.93 6.39 11.74
H 7.96 9.47 12.39
H 7.95 10.76 11.19
H 10.45 11.21 11.82
H 9.26 11.58 12.92
H 9.75 11.27 15.03
H 10.61 9.87 16.83
H 11.35 7.56 16.31
H 11.12 6.73 14.05
H 8.43 9.99 8.89
H 9.96 10.41 9.45
H 9.72 9.41 6.62
H 10.61 7.32 5.36
H 11.40 5.37 6.77
H 11.15 5.46 9.28
H 6.84 8.67 10.51
H 7.90 7.66 9.50
H 5.82 7.45 12.07
H 5.67 5.41 13.75
H 7.87 4.00 13.79
H 9.77 4.60 12.52
N 15.44 6.38 10.62
C 14.55 5.48 11.53
C 13.07 5.82 11.48
N 12.74 7.32 11.47
C 13.62 8.01 10.42
C 15.09 7.83 10.80
H 15.31 6.19 9.66
H 16.43 6.26 10.87
H 15.04 5.63 12.46
H 14.64 4.47 11.15
H 12.59 5.28 12.27
H 12.68 5.38 10.59
H 13.02 7.69 12.35
H 13.37 9.06 10.36
H 13.37 7.61 9.43
H 15.28 8.10 11.93
H 15.80 8.43 10.14

3.
Molecular formula: C23H31N3O3
Method: DFT, the ωB97M-V functional and the def2-TZVPD basis

Properties
Electronic energy in a.u.: -1284.38720
Strongest force on any atom in eV Å⁻¹: 8.57
Energy above the lowest of the compared OMol25 structures with the same formula, charge and spin in kcal per mole: 461.1
SMILES: NCCCC[C@H]1NC(=O)C[C@@H]1CCCc1ccccc1.O=[N+]([O-])c1ccccc1

Geometry (Å):
N -3.40 -0.17 1.28
C -3.62 1.13 2.03
C -4.03 2.38 1.03
C -2.83 2.78 -0.04
C -1.45 3.33 0.68
C -0.14 2.94 -0.24
N 0.72 4.18 -0.55
C 2.18 3.73 -0.53
O 3.14 4.06 -1.40
C 2.27 2.79 0.84
C 0.81 2.04 0.75
C 0.71 0.50 0.20
C 2.14 -0.29 0.07
C 3.08 0.17 -1.19
C 2.39 0.01 -2.67
C 2.83 1.16 -3.81
C 2.27 1.12 -5.35
C 1.25 -0.14 -5.72
C 0.77 -1.28 -4.61
C 1.36 -1.22 -3.06
H -2.41 -0.44 1.49
H -3.40 0.00 0.23
H -4.53 0.98 2.76
H -2.66 1.36 2.67
H -4.43 3.32 1.63
H -4.93 1.99 0.38
H -2.52 1.83 -0.69
H -3.25 3.67 -0.70
H -1.42 2.91 1.77
H -1.48 4.51 0.72
H -0.36 2.55 -1.33
H 0.64 4.86 0.26
H 2.41 3.55 1.74
H 3.26 2.16 0.88
H 0.52 1.93 1.90
H 0.07 0.42 -0.81
H 0.07 -0.10 1.01
H 2.79 -0.27 1.04
H 1.88 -1.45 -0.12
H 3.52 1.25 -1.12
H 4.02 -0.56 -1.19
H 3.57 2.03 -3.48
H 2.61 1.94 -6.12
H 0.86 -0.19 -6.84
H 0.05 -2.17 -4.89
H 1.07 -2.02 -2.25
O -0.07 -2.63 -0.07
N -0.46 -2.55 1.10
O -0.84 -1.51 1.65
C -0.47 -3.79 1.90
C -0.02 -4.98 1.33
C 0.00 -6.15 2.10
C -0.44 -6.11 3.43
C -0.90 -4.92 3.99
C -0.92 -3.75 3.23
H 0.33 -5.03 0.30
H 0.35 -7.08 1.67
H -0.43 -7.02 4.03
H -1.25 -4.90 5.02
H -1.28 -2.83 3.68

4.
Molecular formula: C23H31N3O3
Method: DFT, the ωB97M-V functional and the def2-TZVPD basis

Properties
Electronic energy in a.u.: -1285.03109
Strongest force on any atom in eV Å⁻¹: 0.71
Energy above the lowest of the compared OMol25 structures with the same formula, charge and spin in kcal per mole: 57.1
SMILES: CCOC(=O)C1(CCOC)CCN(Cc2cnc(-c3cccc(C)c3)nc2)CC1

Geometry (Å):
C 3.74 1.46 0.99
C 2.32 1.46 0.45
O 1.35 1.52 1.51
C 0.95 0.35 2.02
O 1.35 -0.72 1.66
C -0.13 0.55 3.09
C 0.55 1.00 4.39
C 1.78 0.18 4.79
O 2.95 0.52 4.10
C 3.57 1.71 4.53
C -0.90 -0.76 3.29
C -1.71 -1.13 2.04
N -2.63 -0.06 1.71
C -3.58 -0.43 0.67
C -2.95 -0.73 -0.66
C -2.68 0.25 -1.60
N -2.03 0.02 -2.72
C -1.62 -1.24 -2.95
C -0.89 -1.51 -4.18
C -0.44 -2.80 -4.47
C 0.25 -3.04 -5.64
C 0.51 -2.01 -6.52
C 0.08 -0.71 -6.25
C 0.37 0.40 -7.22
C -0.62 -0.47 -5.08
N -1.86 -2.26 -2.13
C -2.50 -2.01 -1.00
C -1.91 1.17 1.41
C -1.14 1.62 2.65
H 3.94 2.39 1.52
H 4.44 1.35 0.17
H 3.87 0.63 1.69
H 2.14 0.55 -0.13
H 2.12 2.34 -0.16
H -0.19 0.95 5.20
H 0.85 2.05 4.29
H 1.95 0.28 5.88
H 1.61 -0.88 4.57
H 4.54 1.74 4.06
H 3.00 2.60 4.25
H 3.69 1.71 5.62
H -0.21 -1.57 3.50
H -1.58 -0.64 4.13
H -2.29 -2.03 2.25
H -1.01 -1.35 1.22
H -4.29 0.40 0.56
H -4.13 -1.31 1.03
H -3.00 1.28 -1.46
H -0.65 -3.59 -3.76
H 0.60 -4.04 -5.86
H 1.05 -2.20 -7.43
H 1.44 0.55 -7.30
H -0.10 1.32 -6.90
H -0.01 0.14 -8.21
H -0.97 0.52 -4.84
H -2.68 -2.86 -0.36
H -2.64 1.93 1.14
H -1.21 1.04 0.57
H -0.63 2.56 2.43
H -1.85 1.79 3.46

5.
Molecular formula: C23H31N3O3S
Method: DFT, the ωB97M-V functional and the def2-TZVPD basis

Properties
Electronic energy in a.u.: -1683.21690
Strongest force on any atom in eV Å⁻¹: 0.89
Energy above the lowest of the compared OMol25 structures with the same formula, charge and spin in kcal per mole: 31.9
SMILES: CCC(=O)N1CCc2cc(S(=O)(=O)NCCCN(CC)Cc3ccccc3)ccc21

Geometry (Å):
C -6.09 -0.90 -1.05
C -5.29 0.13 -0.24
C -4.04 -0.52 0.32
O -4.06 -1.07 1.41
N -2.93 -0.51 -0.47
C -2.83 0.20 -1.75
C -1.42 -0.09 -2.29
C -0.81 -0.95 -1.22
C 0.44 -1.52 -1.16
C 0.77 -2.25 -0.03
S 2.41 -2.94 0.04
O 2.66 -3.77 -1.09
O 2.64 -3.48 1.36
N 3.31 -1.55 -0.20
C 3.36 -0.65 0.93
C 3.53 0.80 0.47
C 2.38 1.22 -0.47
N 2.15 2.64 -0.65
C 3.17 3.39 -1.36
C 4.37 3.90 -0.56
C 1.59 3.32 0.50
C 0.17 2.87 0.75
C -0.13 1.92 1.72
C -1.43 1.54 1.97
C -2.47 2.12 1.25
C -2.18 3.05 0.27
C -0.87 3.41 0.01
C -0.11 -2.42 1.01
C -1.39 -1.87 0.95
C -1.73 -1.13 -0.17
H -7.01 -0.45 -1.43
H -6.34 -1.74 -0.42
H -5.51 -1.26 -1.90
H -5.90 0.45 0.60
H -5.06 1.00 -0.85
H -3.60 -0.16 -2.44
H -2.97 1.27 -1.59
H -0.84 0.82 -2.42
H -1.44 -0.62 -3.24
H 1.16 -1.42 -1.96
H 4.21 -1.75 -0.62
H 4.17 -0.92 1.63
H 2.41 -0.76 1.45
H 4.49 0.90 -0.04
H 3.54 1.44 1.36
H 2.56 0.79 -1.45
H 1.45 0.80 -0.08
H 2.67 4.25 -1.81
H 3.53 2.75 -2.18
H 5.02 4.48 -1.21
H 4.95 3.08 -0.14
H 4.04 4.55 0.25
H 1.58 4.39 0.28
H 2.18 3.17 1.42
H 0.67 1.48 2.31
H -1.66 0.81 2.73
H -3.49 1.86 1.47
H -2.98 3.52 -0.29
H -0.65 4.14 -0.75
H 0.20 -3.00 1.87
H -2.09 -2.01 1.75

6.
Molecular formula: C23H31NO5S
Method: DFT, the ωB97M-V functional and the def2-TZVPD basis

Properties
Electronic energy in a.u.: -1724.20460
Strongest force on any atom in eV Å⁻¹: 1.15
Energy above the lowest of the compared OMol25 structures with the same formula, charge and spin in kcal per mole: 2.9
SMILES: CCN(CC)S(=O)(=O)c1cccc(C(=O)OCC(=O)[C@]23C[C@H]4C[C@H](C[C@H](C4)C2)C3)c1

Geometry (Å):
C 3.67 0.42 2.55
C 4.04 -0.76 1.65
N 2.88 -1.25 0.94
C 2.22 -2.45 1.41
C 2.99 -3.73 1.11
S 2.93 -1.01 -0.71
O 4.24 -1.21 -1.25
O 1.83 -1.73 -1.29
C 2.55 0.74 -0.78
C 3.44 1.65 -1.32
C 3.10 3.00 -1.35
C 1.88 3.41 -0.84
C 0.99 2.49 -0.29
C -0.31 2.98 0.24
O -0.66 4.13 0.21
O -1.03 1.99 0.77
C -2.31 2.30 1.30
C -3.48 1.49 0.73
O -4.57 2.00 0.75
C -3.24 0.08 0.24
C -2.32 -0.72 1.17
C -2.13 -2.13 0.61
C -3.48 -2.83 0.52
C -4.40 -2.05 -0.42
C -3.77 -1.97 -1.81
C -2.42 -1.27 -1.71
C -1.50 -2.06 -0.78
C -2.60 0.15 -1.17
C -4.59 -0.64 0.13
C 1.33 1.14 -0.27
H 3.27 1.24 1.96
H 2.92 0.12 3.28
H 4.55 0.77 3.08
H 4.48 -1.56 2.26
H 4.78 -0.46 0.91
H 2.05 -2.34 2.48
H 1.25 -2.48 0.90
H 3.96 -3.72 1.59
H 2.43 -4.59 1.45
H 3.14 -3.81 0.03
H 4.37 1.29 -1.71
H 3.78 3.72 -1.77
H 1.60 4.46 -0.85
H -2.29 2.11 2.38
H -2.52 3.37 1.14
H -1.35 -0.23 1.26
H -2.77 -0.78 2.16
H -1.47 -2.69 1.28
H -3.35 -3.85 0.14
H -3.94 -2.91 1.51
H -5.37 -2.54 -0.48
H -3.64 -2.97 -2.22
H -4.43 -1.41 -2.48
H -1.96 -1.20 -2.70
H -0.51 -1.60 -0.75
H -1.37 -3.07 -1.18
H -3.26 0.72 -1.83
H -1.64 0.65 -1.12
H -5.25 -0.06 -0.52
H -5.06 -0.68 1.12
H 0.67 0.40 0.15

7.
Molecular formula: C23H32BCsIN12PSTe
Method: DFT, the ωB97M-V functional and the def2-TZVPD basis

Properties
Total charge: -2
Electronic energy in a.u.: -2902.88019
Strongest force on any atom in eV Å⁻¹: 2.50

Geometry (Å):
Cs -0.52 1.14 0.50
C 2.85 3.36 -4.64
N 1.67 3.35 -3.82
C 0.58 4.15 -3.99
C -0.30 3.79 -3.00
N 0.23 2.79 -2.25
C 1.43 2.54 -2.74
P 2.64 1.20 -2.35
C 1.41 -0.13 -2.38
N 0.17 -0.09 -1.92
C -0.27 -1.37 -1.87
C 0.70 -2.22 -2.30
N 1.79 -1.44 -2.61
C 3.02 -1.92 -3.16
C 2.97 1.75 -0.63
N 2.07 2.29 0.20
C 2.52 2.05 1.46
C 3.69 1.35 1.43
N 3.97 1.14 0.11
C 5.15 0.51 -0.40
H 2.77 4.18 -5.35
H 2.95 2.42 -5.18
H 3.74 3.50 -4.03
H 0.51 4.88 -4.77
H -1.28 4.18 -2.79
H -1.27 -1.63 -1.54
H 0.73 -3.30 -2.39
H 2.92 -2.16 -4.22
H 3.34 -2.81 -2.61
H 3.78 -1.15 -3.05
H 1.99 2.42 2.32
H 4.31 0.96 2.22
H 5.96 1.23 -0.52
H 4.93 0.07 -1.37
H 5.46 -0.28 0.28
B -0.17 -2.89 2.93
N 1.13 -2.86 2.08
C 2.01 -3.85 1.89
C 2.95 -3.42 0.98
C 2.55 -2.12 0.67
N 1.45 -1.80 1.33
N -1.32 -3.19 1.94
C -1.52 -4.36 1.33
C -2.57 -4.23 0.44
C -2.96 -2.90 0.60
N -2.20 -2.28 1.50
H -0.07 -3.81 3.72
H -0.35 -1.82 3.45
H 1.91 -4.79 2.41
H 3.81 -3.96 0.61
H 3.00 -1.41 -0.02
H -0.90 -5.22 1.55
H -2.98 -4.98 -0.21
H -3.76 -2.37 0.10
C -1.64 1.01 6.01
Te -1.96 2.25 3.99
C -3.61 0.86 3.78
H -1.58 -0.06 5.74
H -2.49 1.19 6.69
H -0.71 1.34 6.47
H -4.09 0.71 4.75
H -3.22 -0.09 3.39
H -4.32 1.31 3.08
I -8.04 2.47 -2.41
C -6.17 1.84 -1.29
C -6.12 0.94 -0.26
N -4.80 0.73 0.00
N -4.02 1.45 -0.81
C -4.84 2.12 -1.60
H -6.90 0.44 0.30
H -4.38 0.13 0.68
H -4.44 2.79 -2.36
S -3.31 4.12 3.85